(1)
A molecular structure, C26H32NO5PdS at a distorted geometry. Source: the OMol25 dataset; level of theory: ωB97M-V/def2-TZVPD.

XYZ file:
```
66
Properties=species:S:1:pos:R:3:mulliken_charge:R:1
O -1.357 1.744 -3.541 -0.487
C 0.109 1.912 -3.105 -0.160
C -0.119 3.450 -3.077 -0.742
H 0.971 1.568 -3.725 0.593
H 0.065 1.342 -2.161 -0.046
C -1.657 3.099 -3.080 1.140
H 0.151 3.964 -4.018 0.314
H 0.266 3.988 -2.206 0.203
C -2.606 3.637 -4.178 -1.576
H -2.171 3.434 -5.168 0.374
H -2.857 4.714 -4.191 0.347
H -3.542 3.038 -4.112 0.324
C -2.176 3.077 -1.634 -0.838
H -1.554 2.406 -0.993 -0.239
H -3.205 2.672 -1.641 0.373
H -2.240 4.096 -1.213 0.377
Pd 0.531 -0.427 0.618 0.512
C 0.711 2.163 2.326 -1.359
C 1.467 1.044 2.779 0.353
C 2.234 0.549 1.665 -0.462
H 1.560 0.663 3.803 0.730
C 1.815 1.289 0.460 -1.347
C 0.935 2.349 0.931 0.125
H 0.664 3.213 0.306 0.481
H 0.052 2.769 2.965 0.570
H 3.125 -0.080 1.723 0.685
H 2.286 1.191 -0.526 0.776
C -1.512 -0.043 2.625 -0.153
C -2.311 1.060 2.329 -1.013
C -2.776 0.968 0.968 -0.145
H -2.560 1.875 2.996 0.531
C -2.234 -0.185 0.403 -0.504
C -1.443 -0.895 1.440 -0.623
H -1.325 -1.973 1.494 0.730
H -1.049 -0.278 3.582 0.661
H -3.453 1.674 0.453 0.587
H -2.424 -0.541 -0.606 0.520
O -0.227 -1.108 -3.213 -0.272
C -0.619 -0.693 -4.583 -0.047
C 0.084 -1.492 -5.657 -0.614
H -0.325 0.358 -4.843 0.125
H -1.718 -0.759 -4.755 0.225
C 1.048 -2.382 -4.889 -0.544
H 0.634 -0.875 -6.361 0.242
H -0.606 -2.065 -6.300 0.310
C 0.722 -2.144 -3.399 -0.377
H 2.104 -2.157 -5.092 0.249
H 0.919 -3.429 -5.191 0.264
H 1.620 -1.825 -2.861 0.243
H 0.407 -3.117 -2.978 0.255
O 3.758 -0.580 4.411 -0.585
S 3.566 -1.952 3.996 1.147
O 4.668 -2.878 4.139 -0.655
N 2.795 -2.031 2.547 -0.503
C 1.558 -2.552 2.553 0.782
O 0.803 -2.586 1.532 -0.821
C 1.146 -2.940 3.922 0.231
C -0.130 -3.268 4.395 -0.459
C -0.354 -3.335 5.774 -0.640
C 0.670 -3.022 6.690 -0.481
C 1.934 -2.653 6.209 -0.645
C 2.133 -2.610 4.828 0.226
H -0.929 -3.419 3.661 0.486
H -1.344 -3.579 6.156 0.406
H 0.533 -3.052 7.773 0.405
H 2.781 -2.384 6.845 0.435
```

Frontier orbital gap (spin up / spin down) (eV): 8.903 / 4.742
2S+1: 5
Molar mass (g mol⁻¹): 577.0
⟨S²⟩: 6.024
Net charge: +1

(2)
A molecular structure, C58H35N7O7V at a distorted geometry. Source: the OMol25 dataset; level of theory: ωB97M-V/def2-TZVPD.

XYZ file:
```
108
Properties=species:S:1:pos:R:3:mulliken_charge:R:1
V 0.052 -0.369 0.911 -1.093
C -5.872 1.944 -3.886 -0.431
C -6.266 0.687 -3.420 -0.676
C -5.422 -0.048 -2.612 -0.273
C -4.187 0.454 -2.175 0.098
C -3.878 1.770 -2.546 -0.219
C -4.709 2.492 -3.426 -0.669
C -3.302 -0.414 -1.428 0.251
C -2.833 -1.608 -2.066 0.100
C -2.941 -1.971 -3.402 -1.263
C -1.769 -2.573 -3.763 -1.375
C -0.821 -2.554 -2.658 0.250
N -1.647 -2.186 -1.541 1.389
C 0.579 -2.478 -2.773 1.694
C 1.495 -1.793 -1.791 -0.912
C 2.805 -1.342 -2.075 -1.213
C 3.370 -0.982 -0.866 -1.937
C 2.379 -1.149 0.137 0.615
C 2.550 -1.233 1.610 1.337
C 3.707 -0.597 2.255 -0.518
C 4.464 -1.167 3.249 -0.197
C 5.538 -0.544 3.893 -0.914
C 5.909 0.714 3.465 -0.504
C 5.285 1.213 2.340 -0.959
C 4.137 0.659 1.810 0.007
C 1.613 -2.159 2.238 -0.027
N 0.184 -1.959 2.015 0.221
C -0.283 -3.261 1.594 -0.251
C -1.244 -3.367 0.579 0.051
C -1.672 -4.676 0.010 0.602
C -2.963 -4.965 -0.320 0.078
C -3.252 -6.093 -1.072 -0.927
C -2.200 -6.890 -1.549 -0.395
C -0.869 -6.564 -1.239 -0.729
C -0.632 -5.522 -0.393 -0.616
C -1.483 -2.157 -0.207 0.168
C -0.849 1.409 0.371 1.193
C -2.196 1.282 0.112 -1.173
C -2.520 -0.052 -0.258 0.144
N -1.761 -0.974 0.446 -0.195
C 0.586 -4.230 2.238 -1.272
C 1.750 -3.542 2.542 -0.921
N 1.148 -1.502 -0.449 0.985
C 1.206 -2.611 -4.164 -0.130
C 1.006 -3.767 -4.920 -0.625
C 1.175 -3.803 -6.330 -0.754
C 1.728 -2.688 -6.971 -0.490
C 1.924 -1.522 -6.180 -0.766
C 1.600 -1.437 -4.874 -0.664
H -6.464 2.457 -4.616 0.385
H -7.243 0.308 -3.744 0.338
H -5.674 -1.042 -2.301 0.473
H -2.923 2.284 -2.329 0.316
H -4.348 3.510 -3.648 0.344
H -3.700 -1.619 -4.124 0.387
H -1.569 -3.078 -4.659 0.713
H 3.250 -1.213 -3.051 0.660
H 4.367 -0.736 -0.673 0.863
H 4.229 -2.187 3.459 0.455
H 6.007 -1.065 4.714 0.389
H 6.666 1.338 3.910 0.420
H 5.581 2.210 2.002 0.360
H 3.831 1.083 0.839 0.517
H -3.747 -4.262 -0.043 0.508
H -4.289 -6.253 -1.341 0.384
H -2.344 -7.776 -2.169 0.339
H -0.086 -7.117 -1.745 0.402
H 0.383 -5.278 -0.062 0.302
H 1.050 2.899 -0.357 0.542
H -2.923 2.068 0.237 0.939
H 0.284 -5.245 2.520 0.575
H 2.509 -4.019 3.123 0.433
H 0.762 -4.632 -4.399 0.633
H 1.038 -4.706 -6.846 0.446
H 1.970 -2.607 -8.026 0.373
H 2.436 -0.725 -6.635 0.404
H 1.703 -0.525 -4.278 0.590
O -1.712 3.770 1.853 -0.620
C -0.787 3.792 1.092 0.549
O -0.370 2.709 0.348 -0.360
C 0.266 4.863 1.026 0.293
C -0.063 6.148 1.544 -0.859
C 0.950 7.138 1.526 -0.119
C 2.261 6.834 1.339 -0.533
C 2.543 5.567 0.842 0.062
C 1.541 4.641 0.474 0.420
O 1.809 3.649 -0.413 -0.664
N 3.884 5.130 0.649 0.882
O 4.700 6.020 0.330 -0.602
O 4.133 3.929 0.865 -0.487
N 0.671 8.565 1.672 0.945
O -0.456 8.990 1.901 -0.584
O 1.641 9.360 1.434 -0.592
H -1.034 6.325 1.865 0.703
H 2.997 7.622 1.566 0.514
N 0.498 0.578 2.589 0.037
C 0.140 1.054 3.603 0.643
C -0.556 1.727 4.574 0.344
C -1.801 1.164 4.890 -0.409
C -2.471 1.513 6.070 -0.711
C -1.881 2.383 6.986 -0.274
C -0.637 2.909 6.701 -0.628
C -0.004 2.622 5.520 -0.559
H -2.250 0.510 4.183 0.499
H -3.384 0.980 6.349 0.347
H -2.517 2.721 7.821 0.345
H -0.304 3.651 7.387 0.367
H 0.819 3.190 5.193 0.467
```

Frontier orbital gap (spin up / spin down) (eV): 3.365 / 3.312
2S+1: 3
Molar mass (g mol⁻¹): 992.9
⟨S²⟩: 2.075
Net charge: -1

Copy entry 1 word for word.
A molecular structure, C26H32NO5PdS at a distorted geometry. Source: the OMol25 dataset; level of theory: ωB97M-V/def2-TZVPD.

XYZ file:
```
66
Properties=species:S:1:pos:R:3:mulliken_charge:R:1
O -1.357 1.744 -3.541 -0.487
C 0.109 1.912 -3.105 -0.160
C -0.119 3.450 -3.077 -0.742
H 0.971 1.568 -3.725 0.593
H 0.065 1.342 -2.161 -0.046
C -1.657 3.099 -3.080 1.140
H 0.151 3.964 -4.018 0.314
H 0.266 3.988 -2.206 0.203
C -2.606 3.637 -4.178 -1.576
H -2.171 3.434 -5.168 0.374
H -2.857 4.714 -4.191 0.347
H -3.542 3.038 -4.112 0.324
C -2.176 3.077 -1.634 -0.838
H -1.554 2.406 -0.993 -0.239
H -3.205 2.672 -1.641 0.373
H -2.240 4.096 -1.213 0.377
Pd 0.531 -0.427 0.618 0.512
C 0.711 2.163 2.326 -1.359
C 1.467 1.044 2.779 0.353
C 2.234 0.549 1.665 -0.462
H 1.560 0.663 3.803 0.730
C 1.815 1.289 0.460 -1.347
C 0.935 2.349 0.931 0.125
H 0.664 3.213 0.306 0.481
H 0.052 2.769 2.965 0.570
H 3.125 -0.080 1.723 0.685
H 2.286 1.191 -0.526 0.776
C -1.512 -0.043 2.625 -0.153
C -2.311 1.060 2.329 -1.013
C -2.776 0.968 0.968 -0.145
H -2.560 1.875 2.996 0.531
C -2.234 -0.185 0.403 -0.504
C -1.443 -0.895 1.440 -0.623
H -1.325 -1.973 1.494 0.730
H -1.049 -0.278 3.582 0.661
H -3.453 1.674 0.453 0.587
H -2.424 -0.541 -0.606 0.520
O -0.227 -1.108 -3.213 -0.272
C -0.619 -0.693 -4.583 -0.047
C 0.084 -1.492 -5.657 -0.614
H -0.325 0.358 -4.843 0.125
H -1.718 -0.759 -4.755 0.225
C 1.048 -2.382 -4.889 -0.544
H 0.634 -0.875 -6.361 0.242
H -0.606 -2.065 -6.300 0.310
C 0.722 -2.144 -3.399 -0.377
H 2.104 -2.157 -5.092 0.249
H 0.919 -3.429 -5.191 0.264
H 1.620 -1.825 -2.861 0.243
H 0.407 -3.117 -2.978 0.255
O 3.758 -0.580 4.411 -0.585
S 3.566 -1.952 3.996 1.147
O 4.668 -2.878 4.139 -0.655
N 2.795 -2.031 2.547 -0.503
C 1.558 -2.552 2.553 0.782
O 0.803 -2.586 1.532 -0.821
C 1.146 -2.940 3.922 0.231
C -0.130 -3.268 4.395 -0.459
C -0.354 -3.335 5.774 -0.640
C 0.670 -3.022 6.690 -0.481
C 1.934 -2.653 6.209 -0.645
C 2.133 -2.610 4.828 0.226
H -0.929 -3.419 3.661 0.486
H -1.344 -3.579 6.156 0.406
H 0.533 -3.052 7.773 0.405
H 2.781 -2.384 6.845 0.435
```

Frontier orbital gap (spin up / spin down) (eV): 8.903 / 4.742
2S+1: 5
Molar mass (g mol⁻¹): 577.0
⟨S²⟩: 6.024
Net charge: +1

molar mass of number 1 (C26H32NO5PdS)? 577.0 g mol⁻¹

What is the molar mass in the first record? 577.0 g mol⁻¹